# 1
80
Properties=species:S:1:pos:R:3:forces:R:3 method="wB97M-V/def2-TZVPD" spin_multiplicity=4 charge=+3 s2=3.80
Mn 0.0194 -0.1333 -1.0520 -0.41 -0.37 0.62
C -1.9897 3.4163 -3.0836 -0.01 0.02 0.01
C -2.8670 2.6323 -2.1877 -0.11 0.00 -0.13
N -4.0341 3.1193 -1.8063 0.04 -0.03 0.02
C -4.8184 2.3915 -1.0215 -0.02 -0.06 -0.02
C -4.5258 1.0736 -0.5423 -0.03 0.03 -0.04
C -5.5539 0.3577 0.2884 -0.03 -0.03 -0.01
O -4.8901 -0.2603 1.3786 0.05 -0.03 -0.04
C -3.3036 0.5475 -0.8753 0.08 0.21 0.06
C -2.8591 -0.7959 -0.5009 -0.13 0.01 0.01
N -1.6475 -1.2143 -0.5407 -0.60 -0.27 0.23
C -1.4559 -2.5717 -0.1332 0.23 0.05 0.14
C -1.9193 -3.0750 1.0737 0.01 0.05 0.04
C -1.6644 -4.4024 1.3889 -0.01 -0.02 -0.01
C -0.9546 -5.2127 0.5118 0.01 0.01 0.01
C -0.4865 -4.7086 -0.6969 -0.04 0.03 0.01
C -0.7470 -3.3842 -0.9943 0.26 -0.27 -0.07
I -0.1700 -2.5147 -2.7937 0.04 0.18 -0.51
C -2.4369 1.3272 -1.7086 -0.10 -0.71 0.12
O -1.3302 0.8244 -2.0563 0.34 1.00 -0.23
H -2.5356 4.2668 -3.4813 0.00 0.01 0.01
H -1.6080 2.7921 -3.8934 0.01 0.00 0.01
H -1.1240 3.7820 -2.5193 0.01 -0.02 -0.01
H -5.7589 2.8511 -0.7349 0.00 0.01 -0.01
H -6.0610 -0.3846 -0.3418 -0.02 0.03 -0.02
H -6.3104 1.0714 0.6223 0.01 0.00 0.03
H -5.5440 -0.6656 1.9611 -0.02 0.01 0.02
H -3.6313 -1.4895 -0.1838 0.01 -0.02 0.03
H -2.4573 -2.4314 1.7603 0.01 0.00 0.00
H -2.0196 -4.8059 2.3271 0.00 0.00 0.00
H -0.7599 -6.2455 0.7662 -0.01 0.00 0.00
H 0.0582 -5.3409 -1.3846 -0.01 0.00 -0.01
S -1.6935 3.0185 4.9782 -0.04 0.01 -0.02
C -3.3044 3.5647 5.0419 0.07 -0.01 0.01
C -4.0560 3.0653 4.0206 -0.06 0.00 -0.03
C -3.3097 2.2225 3.1647 -0.03 0.05 0.02
C -2.0018 2.0967 3.5574 0.01 0.01 -0.01
C -0.9494 1.3086 2.9243 0.00 0.00 0.03
C -1.0158 1.0140 1.5518 0.07 0.06 -0.02
N -0.0793 0.3225 0.9124 0.09 0.32 -0.10
C 0.9936 -0.1210 1.6086 0.01 -0.08 0.03
C 1.1551 0.1127 2.9762 -0.05 0.00 -0.04
C 2.3318 -0.4039 3.6239 0.04 -0.01 0.02
C 3.2708 -1.0787 2.9275 0.01 0.02 0.04
C 3.1290 -1.3055 1.5126 -0.05 0.01 -0.04
C 4.0801 -1.9572 0.7214 0.04 0.01 0.01
C 3.8838 -2.0978 -0.6451 0.01 0.00 0.00
C 2.6840 -1.5884 -1.1757 -0.05 0.02 0.05
N 1.7479 -0.9987 -0.4439 -0.07 -0.20 0.16
C 1.9763 -0.8381 0.8812 0.02 0.04 -0.03
C 4.8497 -2.7510 -1.5186 0.01 -0.01 0.00
C 6.0973 -3.2141 -1.1893 -0.01 0.01 -0.01
C 6.7724 -3.8060 -2.2817 0.05 -0.01 0.03
C 6.0327 -3.7873 -3.4237 -0.06 0.02 -0.01
S 4.5112 -3.0534 -3.1852 0.03 -0.02 0.00
C 0.1536 0.8386 3.6258 0.01 0.01 0.00
H -3.6147 4.2307 5.8313 0.00 0.00 0.00
H -5.1053 3.2883 3.8978 0.00 0.00 0.00
H -3.7419 1.6902 2.3282 0.03 -0.03 0.01
H -1.8454 1.3864 0.9659 0.00 0.00 0.03
H 2.4540 -0.2298 4.6849 0.00 -0.01 0.00
H 4.1579 -1.4506 3.4234 0.00 -0.01 0.00
H 4.9783 -2.3429 1.1860 -0.01 -0.01 0.01
H 2.4844 -1.6861 -2.2319 0.03 0.04 -0.02
H 6.5348 -3.1351 -0.2044 0.00 0.00 0.00
H 7.7642 -4.2279 -2.2233 0.00 0.00 0.00
H 6.2991 -4.1702 -4.3959 0.00 0.00 0.00
H 0.2398 1.0311 4.6889 0.00 -0.01 0.00
C 3.2312 3.4172 -3.5933 -0.01 -0.01 0.02
N 2.3876 2.8589 -2.5279 0.01 -0.01 -0.06
C 2.1195 3.4471 -1.3194 0.00 0.00 0.06
C 1.3342 2.5817 -0.6252 0.01 -0.01 -0.01
N 1.1226 1.4671 -1.4098 0.30 -0.11 -0.41
C 1.7745 1.6741 -2.5510 0.01 0.10 0.05
H 3.4106 4.4650 -3.3738 0.00 0.00 -0.01
H 2.7168 3.3345 -4.5468 0.01 0.00 0.00
H 4.1798 2.8873 -3.6292 0.01 0.01 0.00
H 2.5086 4.4154 -1.0554 0.00 0.00 0.00
H 0.9203 2.6888 0.3613 0.00 0.00 0.01
H 1.8161 0.9995 -3.3915 -0.01 0.00 0.00

***

# 2
78
Properties=species:S:1:pos:R:3:forces:R:3 method="wB97M-V/def2-TZVPD" spin_multiplicity=2 charge=0 s2=0.76
Ru 0.1464 -1.7236 -0.8330 0.15 -0.15 0.37
S 0.1465 -2.3034 1.4988 -0.25 -0.14 0.23
P 0.3122 -0.3252 1.7402 0.08 0.30 0.14
C 0.0803 0.2925 0.1802 0.06 -0.37 -0.34
P -1.4233 0.7698 -0.4200 -0.04 0.30 -0.10
S -1.9166 -0.8019 -1.5759 -0.10 0.06 0.19
C -1.3128 2.2889 -1.4122 -0.05 -0.02 -0.04
C -0.0897 2.9195 -1.5882 0.04 0.00 0.03
C 0.0009 4.0609 -2.3764 0.01 0.00 0.00
C -1.1310 4.5680 -2.9945 -0.02 -0.01 0.00
C -2.3592 3.9360 -2.8259 0.03 0.01 0.00
C -2.4486 2.8018 -2.0379 -0.04 -0.03 0.03
C -2.7927 1.1432 0.7126 -0.04 -0.01 0.02
C -2.8733 2.3790 1.3504 0.06 0.04 0.04
C -3.9033 2.6401 2.2394 -0.01 0.00 0.01
C -4.8709 1.6738 2.4833 0.00 0.00 0.01
C -4.8002 0.4446 1.8455 -0.01 0.00 0.03
C -3.7601 0.1759 0.9683 -0.01 -0.04 -0.04
C -0.6882 0.2807 3.1338 0.05 0.14 0.04
C -1.7114 -0.4936 3.6640 -0.04 -0.02 -0.04
C -2.4462 -0.0286 4.7470 -0.01 -0.02 -0.02
C -2.1628 1.2092 5.3014 0.00 0.03 0.01
C -1.1417 1.9905 4.7735 -0.03 -0.01 0.02
C -0.4064 1.5262 3.6971 0.02 0.02 -0.02
C 1.9792 0.1202 2.3461 0.02 -0.10 0.02
C 2.5904 -0.6499 3.3353 -0.03 -0.04 0.01
C 3.8387 -0.2999 3.8221 0.02 0.04 -0.02
C 4.4877 0.8257 3.3254 0.00 -0.03 0.02
C 3.8863 1.5964 2.3426 -0.03 0.01 -0.02
C 2.6345 1.2425 1.8518 -0.03 0.06 -0.01
H 0.7830 2.5020 -1.0993 0.01 -0.01 -0.01
H 0.9570 4.5519 -2.5088 -0.01 -0.01 0.00
H -1.0602 5.4557 -3.6103 0.00 0.00 0.01
H -3.2441 4.3316 -3.3081 0.01 -0.01 0.00
H -3.4071 2.3116 -1.9042 0.01 0.00 0.00
H -2.1304 3.1435 1.1511 0.01 -0.01 -0.01
H -3.9558 3.6003 2.7369 0.00 -0.01 0.00
H -5.6804 1.8818 3.1723 0.01 0.00 -0.01
H -5.5528 -0.3109 2.0339 0.00 0.01 -0.01
H -3.6961 -0.7833 0.4682 0.01 0.01 0.02
H -1.9254 -1.4615 3.2261 0.00 0.00 0.00
H -3.2426 -0.6379 5.1559 0.01 0.01 0.00
H -2.7363 1.5674 6.1474 0.01 0.00 -0.01
H -0.9152 2.9567 5.2067 0.00 -0.01 0.00
H 0.4013 2.1315 3.3007 -0.01 -0.01 0.00
H 2.0898 -1.5351 3.7111 -0.01 0.01 -0.01
H 4.3102 -0.9062 4.5848 0.00 0.00 -0.01
H 5.4655 1.0960 3.7031 0.00 0.00 0.00
H 4.3915 2.4711 1.9522 0.00 -0.01 0.00
H 2.1543 1.8236 1.0719 0.01 -0.01 0.01
O 2.6874 -1.2597 -0.3748 -0.06 0.06 0.02
C 2.9796 -0.1320 -1.2044 0.04 0.02 0.04
C 3.7280 -0.6672 -2.4019 -0.01 0.12 -0.08
C 3.0573 -1.9186 -2.9535 -0.03 -0.11 -0.05
C 1.7369 -1.7845 -3.6711 0.15 -0.10 0.04
C 1.7683 -1.7080 -5.0616 -0.03 0.00 -0.02
C 0.6223 -1.9015 -5.8068 0.06 0.01 0.01
C -0.5343 -2.2419 -5.1302 -0.02 0.00 0.03
C -0.5107 -2.2394 -3.7502 0.04 0.05 0.00
N 0.5712 -1.9304 -3.0123 -0.26 0.18 -0.24
H 2.7472 -1.0011 0.5515 -0.06 0.00 0.05
H 3.5796 0.5974 -0.6548 0.03 -0.01 -0.04
H 2.0399 0.3530 -1.4883 0.06 -0.01 -0.02
H 4.7407 -0.9436 -2.0994 0.00 0.01 0.01
H 3.8162 0.1070 -3.1704 -0.03 0.00 0.02
H 2.9245 -2.6395 -2.1465 -0.03 0.02 -0.01
H 3.7363 -2.3731 -3.6769 0.01 -0.02 0.00
H 2.7242 -1.5479 -5.5431 -0.01 0.00 -0.01
H 0.6483 -1.8461 -6.8874 -0.01 0.00 0.00
H -1.4502 -2.4930 -5.6460 0.01 -0.01 0.01
H -1.3894 -2.5264 -3.1962 -0.03 0.05 -0.01
C -0.2074 -5.8583 -1.0352 -0.02 -0.04 0.01
C -0.0759 -4.3606 -0.9905 0.27 0.20 -0.10
O 1.0692 -3.8213 -0.9869 -0.09 -0.22 -0.04
O -1.1099 -3.6382 -0.9759 0.16 -0.22 -0.19
H 0.7569 -6.3380 -0.8901 0.00 0.02 0.00
H -0.6124 -6.1457 -2.0068 0.01 0.00 0.00
H -0.9149 -6.1902 -0.2764 0.01 0.02 0.00

***

# 3
22
Properties=species:S:1:pos:R:3:forces:R:3 method="wB97M-V/def2-TZVPD" spin_multiplicity=1 smiles="C[C@@H](Cl)C[C@H]1C=[NH+]CC1" charge=+1
C -1.9306 1.0193 -1.3521 -0.11 0.00 0.02
C -2.0559 -0.3834 -0.7876 0.06 0.05 0.06
Cl -1.6522 -1.5767 -2.0726 0.06 0.04 -0.04
C -1.2059 -0.6789 0.4579 0.07 -0.09 0.02
C 0.1255 0.0595 0.4962 0.17 0.07 -0.02
C 0.8785 -0.0181 1.7827 0.12 -0.05 -0.02
N 2.1436 0.0447 1.5911 -0.20 -0.11 -0.17
C 2.4801 0.1899 0.1419 0.03 0.17 0.17
C 1.2248 -0.4091 -0.4788 0.04 -0.18 0.11
H -2.6169 1.1345 -2.1883 0.01 0.03 0.00
H -0.9261 1.2279 -1.7217 -0.01 -0.01 0.00
H -2.1983 1.7617 -0.5958 0.02 -0.01 0.01
H -3.0979 -0.5645 -0.5357 0.01 -0.14 -0.04
H -1.7916 -0.4506 1.3521 0.02 0.16 -0.03
H -0.9946 -1.7492 0.4858 -0.14 -0.02 0.08
H -0.0228 1.1450 0.3592 -0.13 -0.04 0.00
H 0.4681 -0.1012 2.7832 -0.01 0.06 0.00
H 2.8296 0.0320 2.3370 0.01 0.08 0.00
H 3.4253 -0.2915 -0.0891 -0.06 -0.13 0.04
H 2.5729 1.2638 -0.0413 0.04 -0.04 -0.11
H 1.2870 -1.4984 -0.4027 -0.01 0.00 -0.16
H 1.0576 -0.1568 -1.5215 0.01 0.18 0.05

***

# 4
14
Properties=species:S:1:pos:R:3:forces:R:3 method="wB97M-V/def2-TZVPD" spin_multiplicity=1 charge=0
C -0.2133 0.3825 0.9129 1.66 0.87 -2.26
Si -1.0214 1.6548 2.0847 2.66 0.10 0.08
Si -0.6736 -1.3587 0.3827 -1.15 -1.85 0.85
Si 2.3459 -0.2059 -1.7193 0.86 -1.45 2.00
P 1.4525 1.3526 -0.4131 -2.65 -0.54 2.45
H -1.9230 1.0445 3.0795 -0.11 0.01 -0.19
H -1.4829 2.8661 1.4155 -0.65 -0.03 -0.37
H 0.2329 2.2779 2.7636 -0.96 -0.62 -0.10
H 0.4476 -2.4295 0.3036 -0.61 1.06 0.32
H -1.3101 -1.5289 -1.0179 0.33 0.53 0.95
H -1.7847 -2.0108 1.5003 1.56 1.08 -1.60
H 2.2008 0.1383 -3.0576 -0.29 0.57 -1.87
H 3.8454 -0.2576 -1.4144 -0.81 0.08 -0.10
H 1.7524 -1.5483 -1.4586 0.17 0.19 -0.17

***

In kJ/mol, the energy above the lowest of the compared OMol25 structures with the same formula, charge and spin values for the records above are, in order, 0.00, 25.22, 0.00, 369.26.
In eV, the E values for the records above are, in order, -113996.4075, -87310.9000, -21476.0080, -34098.6254.